Record 1
{
  "formula": "C29H40MnN3O3Si3",
  "method": "wB97M-V/def2-TZVPD",
  "species": ["Mn", "C", "O", "C", "C", "C", "C", "C", "C", "N", "N", "C", "O", "C", "C", "C", "C", "C", "C", "C", "O", "H", "H", "H", "H", "H", "H", "H", "H", "H", "H", "H", "H", "C", "Si", "C", "C", "C", "Si", "C", "C", "C", "Si", "C", "C", "C", "C", "C", "C", "C", "N", "H", "H", "H", "H", "H", "H", "H", "H", "H", "H", "H", "H", "H", "H", "H", "H", "H", "H", "H", "H", "H", "H", "H", "H", "H", "H", "H", "H"],
  "xyz": [[0.2128, -0.2517, -0.9820], [4.1587, -1.9926, -1.5302], [4.7475, -0.7459, -1.1362], [4.2258, 0.4240, -1.5975], [5.1219, 1.4100, -1.9567], [4.7008, 2.6596, -2.4183], [3.3599, 2.9181, -2.5325], [2.4290, 1.9434, -2.1374], [1.0362, 2.2355, -2.2581], [0.0716, 1.4813, -1.8484], [-1.2217, 1.8822, -2.2060], [-2.0313, 0.9174, -1.9407], [-1.5839, -0.2263, -1.4087], [-3.4763, 1.0814, -2.1469], [-4.3083, -0.0328, -2.0944], [-5.6824, 0.1253, -2.1962], [-6.2239, 1.3965, -2.3423], [-5.3908, 2.5087, -2.4071], [-4.0187, 2.3544, -2.3098], [2.8603, 0.7010, -1.6443], [1.9864, -0.1925, -1.1840], [4.9099, -2.7489, -1.3251], [3.9334, -1.9943, -2.5988], [3.2570, -2.2160, -0.9716], [6.1764, 1.1745, -1.8710], [5.4316, 3.4068, -2.7036], [3.0020, 3.8709, -2.9096], [0.7356, 3.1482, -2.7646], [-3.8736, -1.0185, -1.9751], [-6.3313, -0.7406, -2.1578], [-7.2984, 1.5217, -2.4067], [-5.8172, 3.4976, -2.5260], [-3.3570, 3.2127, -2.3488], [1.1911, 1.1003, 3.6700], [1.0407, 1.4146, 1.8301], [2.8011, 1.6433, 1.2595], [0.1886, 3.0419, 1.5143], [0.0291, -0.0581, 1.1252], [-1.8421, 0.0705, 1.5773], [-2.1472, 0.2407, 3.4198], [-2.6882, 1.5847, 0.8816], [-2.7359, -1.4941, 1.0662], [0.7496, -1.6921, 1.7747], [2.5980, -1.7800, 1.9813], [0.0153, -2.4476, 3.3047], [0.3772, -2.8746, 0.3371], [0.3777, -4.2628, 0.3733], [0.1648, -4.9874, -0.7884], [-0.0346, -4.3108, -1.9872], [-0.0200, -2.9364, -1.9744], [0.1757, -2.2446, -0.8368], [1.7296, 1.9527, 4.1042], [1.7835, 0.2016, 3.8810], [0.2390, 1.0079, 4.1884], [3.3191, 2.1627, 2.0745], [2.8598, 2.2860, 0.3774], [3.3514, 0.7231, 1.0527], [0.9190, 3.8477, 1.6523], [-0.6429, 3.2181, 2.2059], [-0.2032, 3.1132, 0.4947], [-1.9556, 1.2603, 3.7659], [-1.6116, -0.4562, 4.0633], [-3.2231, 0.0526, 3.5472], [-2.8317, 2.3159, 1.6816], [-3.6776, 1.3061, 0.5027], [-2.1513, 2.0857, 0.0721], [-2.6843, -2.2583, 1.8484], [-2.3628, -1.9223, 0.1340], [-3.7938, -1.2456, 0.9207], [2.9101, -1.3995, 2.9603], [3.1478, -1.2290, 1.2138], [2.9003, -2.8316, 1.9226], [0.2491, -1.8507, 4.1940], [0.4872, -3.4295, 3.4415], [-1.0658, -2.5874, 3.2552], [0.5425, -4.7670, 1.3194], [0.1554, -6.0710, -0.7665], [-0.1987, -4.8387, -2.9174], [-0.1745, -2.3657, -2.8819]],
  "s2": 4.166,
  "spin_multiplicity": 4,
  "total_charge": 1,
  "orbital_gap_ha": [0.231, 0.273],
  "lumo_ev": [-4.83, -3.81],
  "homo_energy_ev": [-11.10, -11.23]
}

***

Record 2
{
  "formula": "H3NS2",
  "method": "wB97M-V/def2-TZVPD",
  "species": ["N", "S", "S", "H", "H", "H"],
  "xyz": [[-0.9735, 0.3164, 0.0904], [0.4167, 1.0934, 0.2446], [2.0894, -0.6112, 0.2285], [-1.7303, 0.5362, 0.7674], [-1.0928, -0.2004, -0.7354], [1.2905, -1.1345, -0.5954]],
  "spin_multiplicity": 1,
  "smiles": "NSS",
  "total_charge": 0,
  "orbital_gap_ha": 0.300,
  "lumo_ev": -0.27,
  "e_above_lowest_ev": 1.0165,
  "homo_energy_ev": -8.42
}

***

Record 3
{
  "formula": "C3H5NO",
  "method": "wB97M-V/def2-TZVPD",
  "species": ["H", "N", "C", "C", "C", "O", "H", "H", "H", "H"],
  "xyz": [[-2.4019, 0.9956, -0.5247], [-1.7551, 0.7341, 0.2161], [-0.9154, -0.0941, -0.2342], [0.1989, -0.6655, 0.5439], [1.5080, 0.4380, 0.0265], [2.6257, 0.0823, -0.2545], [-1.0643, -0.6091, -1.2984], [0.6216, -1.6217, 0.0091], [0.2264, -0.5913, 1.5739], [0.9562, 1.3317, -0.0577]],
  "spin_multiplicity": 1,
  "smiles": "[H]/N=C/CC=O",
  "total_charge": 0,
  "orbital_gap_ha": 0.370,
  "lumo_ev": 0.43,
  "e_above_lowest_ev": 2.2491,
  "homo_energy_ev": -9.63
}

***

Record 4
{
  "formula": "C8H12",
  "method": "wB97M-V/def2-TZVPD",
  "species": ["C", "C", "C", "C", "C", "C", "C", "C", "H", "H", "H", "H", "H", "H", "H", "H", "H", "H", "H", "H"],
  "xyz": [[2.4465, -1.0886, -0.0039], [1.2642, -0.3404, -0.0041], [1.4010, 1.0022, 0.2240], [0.2134, 1.7895, 0.0022], [-1.1352, 1.2563, -0.1568], [-1.3444, -0.1288, -0.2566], [-2.6838, -0.9199, 0.1581], [-0.1280, -1.0683, -0.1277], [2.5777, -1.6299, 0.9183], [2.5810, -1.9510, -0.7606], [3.3456, -0.5644, -0.1467], [2.4339, 1.4213, 0.3805], [-0.0693, 2.6687, 0.6267], [0.3519, 2.3142, -0.9395], [-2.0258, 1.7427, -0.0341], [-3.0504, -1.9647, -0.3541], [-3.4181, -0.1810, 0.1935], [-2.5996, -1.1857, 1.3287], [-0.1518, -1.8889, -1.0174], [-0.1766, -1.7938, 0.7934]],
  "spin_multiplicity": 1,
  "smiles": "CC1=CCC=C(C)C1",
  "total_charge": 0,
  "orbital_gap_ha": 0.335,
  "lumo_ev": 0.97,
  "e_above_lowest_ev": 2.3241,
  "homo_energy_ev": -8.15
}

***

Record 5
{
  "formula": "C4H13N2",
  "method": "wB97M-V/def2-TZVPD",
  "species": ["N", "C", "C", "C", "C", "N", "H", "H", "H", "H", "H", "H", "H", "H", "H", "H", "H", "H", "H"],
  "xyz": [[-0.0893, -1.5167, 1.9174], [1.1049, -1.4856, 1.0277], [0.7370, -0.6301, -0.2102], [0.6234, 0.8020, 0.0274], [-0.1014, 1.5789, -1.1171], [-1.6290, 1.0289, -1.2515], [-0.7752, -0.8473, 1.7549], [0.0153, -1.9560, 2.7879], [1.1548, -2.5048, 0.6037], [1.9921, -1.1487, 1.5708], [1.4906, -1.1851, -0.8107], [-0.3358, -0.9684, -0.4861], [1.6864, 1.2795, 0.0487], [0.1743, 1.0643, 1.0409], [0.1388, 1.3136, -2.1201], [-0.4024, 2.6848, -1.0475], [-1.9303, 0.8469, -0.2992], [-2.3418, 1.5001, -1.8157], [-1.5125, 0.1435, -1.6214]],
  "spin_multiplicity": 1,
  "smiles": "NCCCC[NH3+]",
  "total_charge": 1,
  "orbital_gap_ha": 0.314,
  "lumo_ev": -3.65,
  "e_above_lowest_ev": 2.8372,
  "homo_energy_ev": -12.19
}

***

Record 6
{
  "formula": "C45H42AsMoO6P2S2Si",
  "method": "wB97M-V/def2-TZVPD",
  "species": ["Mo", "C", "Si", "C", "C", "C", "C", "C", "C", "P", "C", "C", "C", "C", "C", "C", "C", "C", "C", "C", "C", "C", "C", "C", "C", "C", "C", "C", "P", "C", "C", "C", "C", "C", "C", "C", "C", "C", "C", "C", "C", "H", "H", "H", "H", "H", "H", "H", "H", "H", "H", "H", "H", "H", "H", "H", "H", "H", "H", "H", "H", "H", "H", "H", "H", "H", "H", "H", "H", "H", "H", "H", "O", "As", "O", "O", "C", "C", "C", "C", "C", "C", "S", "O", "O", "O", "H", "H", "H", "H", "H", "C", "S", "C", "H", "H", "H", "H", "H", "H"],
  "xyz": [[0.4819, 0.4265, 0.3359], [0.8948, 2.7357, 3.4599], [-0.0489, 1.3472, 2.6749], [0.0416, -0.0878, 3.9005], [-0.3680, 0.0870, 5.2318], [-0.2469, -0.9319, 6.1579], [0.3124, -2.1526, 5.7838], [0.7326, -2.3445, 4.4831], [0.5761, -1.3218, 3.5429], [1.1803, -1.5131, 1.8411], [0.7582, -3.2002, 1.3278], [-0.3145, -3.8858, 1.8884], [-0.6367, -5.1623, 1.4493], [0.1210, -5.7695, 0.4592], [1.1936, -5.0918, -0.1047], [1.4982, -3.8079, 0.3120], [2.9851, -1.5253, 2.1201], [3.6035, -0.2966, 2.3555], [4.9509, -0.2371, 2.6670], [5.6974, -1.4063, 2.7412], [5.0875, -2.6308, 2.5174], [3.7329, -2.6945, 2.2170], [-1.8527, 1.8600, 2.6021], [-2.4123, 2.6712, 3.5976], [-3.7666, 2.9571, 3.6082], [-4.5998, 2.4400, 2.6207], [-4.0659, 1.6594, 1.6137], [-2.6969, 1.3889, 1.5986], [-2.0104, 0.3800, 0.2591], [-2.4372, 1.2366, -1.2898], [-2.2366, 0.6026, -2.5159], [-2.5436, 1.2602, -3.6978], [-3.0319, 2.5587, -3.6664], [-3.1896, 3.2084, -2.4504], [-2.8915, 2.5540, -1.2649], [-3.0530, -1.1028, 0.3970], [-3.9774, -1.4783, -0.5706], [-4.8170, -2.5606, -0.3400], [-4.7336, -3.2695, 0.8496], [-3.8143, -2.8914, 1.8204], [-2.9793, -1.8091, 1.5959], [0.4836, 2.8815, 4.4614], [0.7822, 3.6662, 2.9036], [1.9561, 2.5069, 3.5590], [-0.7927, 1.0335, 5.5467], [-0.5730, -0.7777, 7.1783], [0.4222, -2.9470, 6.5100], [1.1879, -3.2859, 4.1985], [-0.8982, -3.4344, 2.6779], [-1.4730, -5.6861, 1.8937], [-0.1275, -6.7679, 0.1231], [1.7916, -5.5627, -0.8741], [2.3153, -3.2761, -0.1565], [3.0374, 0.6259, 2.2960], [5.4172, 0.7214, 2.8518], [6.7522, -1.3620, 2.9779], [5.6632, -3.5448, 2.5800], [3.2685, -3.6611, 2.0729], [-1.7852, 3.0873, 4.3763], [-4.1798, 3.5797, 4.3910], [-5.6604, 2.6528, 2.6356], [-4.7102, 1.2653, 0.8361], [-1.8467, -0.4081, -2.5454], [-2.3989, 0.7561, -4.6444], [-3.2812, 3.0677, -4.5881], [-3.5401, 4.2313, -2.4201], [-2.9946, 3.0833, -0.3276], [-4.0523, -0.9279, -1.4986], [-5.5432, -2.8435, -1.0908], [-5.3892, -4.1126, 1.0241], [-3.7592, -3.4320, 2.7568], [-2.2837, -1.4939, 2.3685], [2.4445, 3.3532, 0.8835], [1.2093, 3.5912, -0.3445], [0.5187, 5.0302, -0.0651], [0.0950, 2.2287, -0.1905], [2.1418, 3.3878, -2.0026], [2.8286, 4.5325, -2.3978], [3.6469, 4.5071, -3.5178], [3.7767, 3.3407, -4.2539], [3.0848, 2.1961, -3.8822], [2.2759, 2.2270, -2.7653], [2.5536, 0.0530, -1.4271], [2.5970, 0.8937, -0.1690], [1.6268, 1.0297, -2.4034], [1.4648, -0.9571, -1.0495], [2.4840, 4.2043, 1.3454], [2.7066, 5.4453, -1.8275], [4.1837, 5.3980, -3.8126], [4.4217, 3.3148, -5.1217], [3.1646, 1.2816, -4.4546], [-2.0357, -4.1087, -2.1680], [-0.9260, -2.7235, -1.8857], [-0.0447, -2.7367, -3.4533], [-2.6803, -3.9305, -3.0290], [-2.6512, -4.2165, -1.2765], [-1.4645, -5.0255, -2.3160], [0.5840, -3.6236, -3.5402], [0.5842, -1.8492, -3.4874], [-0.7466, -2.7072, -4.2868]],
  "s2": 2.024,
  "spin_multiplicity": 3,
  "total_charge": 1,
  "orbital_gap_ha": [0.256, 0.249],
  "lumo_ev": [-3.56, -3.75],
  "e_above_lowest_ev": 1.1112,
  "homo_energy_ev": [-10.53, -10.52]
}

***

Record 7
{
  "formula": "C2H4N2OS",
  "method": "wB97M-V/def2-TZVPD",
  "species": ["N", "C", "S", "N", "C", "O", "H", "H", "H", "H"],
  "xyz": [[1.2328, 0.3340, -0.9308], [0.8361, 0.7924, 0.2418], [1.6625, 1.8123, 1.2303], [-0.3570, 0.3543, 0.7954], [-1.3577, -0.9921, 0.2104], [-1.1490, -1.4474, -0.8356], [0.9050, -0.4669, -1.5791], [2.1925, 0.5639, -1.1550], [-0.5038, 0.7882, 1.7756], [-1.9259, -1.0840, 1.1345]],
  "spin_multiplicity": 1,
  "smiles": "NC(=S)NC=O",
  "total_charge": 0,
  "orbital_gap_ha": 0.305,
  "lumo_ev": 0.21,
  "e_above_lowest_ev": 2.2604,
  "homo_energy_ev": -8.10
}

***

Record 8
{
  "formula": "C22H44BN2O44S9",
  "method": "wB97M-V/def2-TZVPD",
  "species": ["N", "H", "H", "H", "H", "N", "H", "H", "H", "H", "O", "C", "O", "B", "O", "C", "O", "O", "C", "O", "C", "O", "O", "C", "C", "O", "S", "O", "O", "O", "H", "H", "H", "H", "C", "C", "O", "S", "O", "O", "O", "H", "H", "H", "H", "C", "C", "O", "S", "O", "O", "O", "H", "H", "H", "H", "C", "C", "O", "S", "O", "O", "O", "H", "H", "H", "H", "C", "C", "O", "S", "O", "O", "O", "H", "H", "H", "H", "C", "C", "O", "S", "O", "O", "O", "H", "H", "H", "H", "C", "C", "O", "S", "O", "O", "O", "H", "H", "H", "H", "C", "C", "O", "S", "O", "O", "O", "H", "H", "H", "H", "C", "C", "O", "S", "O", "O", "O", "H", "H", "H", "H"],
  "xyz": [[28.5308, -5.9009, -8.6657], [27.9783, -5.0555, -8.6548], [28.6904, -6.1220, -9.6382], [27.9541, -6.6675, -8.3497], [29.3285, -5.8121, -8.0526], [22.8682, -5.9455, -11.9512], [23.6963, -6.1770, -11.4213], [22.1930, -6.2013, -11.2450], [22.6331, -6.5119, -12.7538], [22.8786, -4.9374, -12.0119], [22.1269, -0.5938, -5.3346], [22.7854, -1.0231, -6.3432], [23.3337, -2.2006, -6.5159], [23.9465, -2.2061, -7.9084], [23.5147, -0.9872, -8.5612], [22.9016, -0.2301, -7.6751], [22.6274, 0.9553, -7.8750], [23.4216, -3.2351, -8.8905], [24.4375, -3.9815, -9.3063], [24.3833, -5.0419, -9.9843], [25.7483, -3.3829, -8.6743], [25.4135, -2.3975, -7.9863], [26.8371, -3.9471, -8.9096], [18.9649, 1.5065, -6.0509], [19.4427, 2.4819, -7.0661], [19.1447, 2.0699, -8.3641], [17.8260, 1.1281, -8.3734], [17.8977, 0.0707, -9.3869], [16.6851, 1.9771, -8.3724], [18.3211, 0.5367, -6.8328], [18.5420, 2.0365, -5.1975], [19.8874, 1.0905, -5.6459], [20.5158, 2.6690, -7.1063], [18.8897, 3.4211, -7.0767], [24.5007, 2.4952, -5.7911], [24.6537, 1.4708, -4.7847], [25.1263, 2.3336, -3.8046], [26.2660, 3.4153, -4.2660], [27.6108, 2.8390, -4.1348], [26.0096, 4.7596, -3.6888], [25.5307, 3.3316, -5.7301], [23.4820, 2.8828, -5.7955], [24.5777, 2.0294, -6.7736], [25.3699, 0.7173, -5.1124], [23.6441, 1.1578, -4.5182], [19.0916, -1.3299, -4.0288], [19.1669, -2.7513, -3.6638], [18.0753, -3.4429, -4.3053], [17.0142, -2.3777, -4.9861], [15.6102, -2.5332, -4.4277], [17.2573, -2.2125, -6.4589], [17.6969, -1.1416, -4.1219], [19.5079, -1.1148, -5.0130], [19.5535, -0.7335, -3.2420], [18.8506, -2.9571, -2.6412], [20.1510, -3.1725, -3.8689], [25.1120, 1.1451, -10.5129], [26.0142, 0.1290, -11.2784], [27.2064, 0.7886, -11.4670], [27.0244, 2.4242, -11.5859], [27.0732, 2.9450, -12.9592], [27.8832, 3.1439, -10.6425], [25.4163, 2.4018, -11.1186], [25.2559, 1.2370, -9.4363], [24.0288, 1.0236, -10.5056], [25.6369, 0.0888, -12.3002], [26.2135, -0.8528, -10.8489], [23.1066, 4.1609, -9.2855], [21.9796, 5.0413, -9.7868], [21.4462, 5.6893, -8.6911], [22.6233, 5.9832, -7.6471], [22.2174, 5.7760, -6.2411], [23.2720, 7.2238, -8.0131], [23.6146, 4.7952, -8.1748], [23.9368, 4.0797, -9.9870], [22.8661, 3.1089, -9.1324], [21.2808, 4.4273, -10.3550], [22.3676, 5.8054, -10.4605], [21.8761, -1.3834, -11.8391], [20.5319, -0.7510, -12.4034], [19.8960, -1.8212, -13.1368], [20.0477, -3.2326, -12.2556], [20.3280, -4.4081, -13.0831], [18.9347, -3.3012, -11.2907], [21.4651, -2.7108, -11.5161], [22.1642, -0.9051, -10.9029], [22.7411, -1.4096, -12.5018], [20.5444, 0.1167, -13.0630], [19.8531, -0.4204, -11.6172], [24.7274, -7.0956, -14.9979], [25.5042, -7.7333, -13.8168], [25.6758, -6.6203, -12.9843], [25.4418, -5.1688, -13.6071], [26.6008, -4.7254, -14.4642], [24.9229, -4.1684, -12.6199], [24.2939, -5.8035, -14.5593], [23.9987, -7.7165, -15.5190], [25.4912, -7.0673, -15.7750], [26.4732, -8.2263, -13.8945], [24.9483, -8.4569, -13.2206], [25.4675, -0.5087, -1.7721], [24.6511, -1.2732, -2.8287], [25.4237, -2.4643, -3.0761], [26.5504, -2.6816, -1.8849], [27.7801, -2.1309, -2.4604], [26.4100, -4.0600, -1.2809], [25.8446, -1.5615, -0.9202], [24.7804, 0.0421, -1.1299], [26.3678, -0.0288, -2.1560], [24.5122, -0.7367, -3.7673], [23.6783, -1.5865, -2.4498], [24.3279, -4.6310, -5.0376], [24.9945, -5.7666, -4.2869], [25.0974, -6.9296, -5.1317], [24.1718, -6.7163, -6.5747], [22.8988, -7.4741, -6.5630], [25.1222, -6.9622, -7.6450], [23.8266, -5.1090, -6.2726], [25.0245, -3.7991, -5.1413], [23.4427, -4.3370, -4.4735], [24.4094, -6.0670, -3.4177], [25.9945, -5.5001, -3.9446]],
  "spin_multiplicity": 1,
  "total_charge": 1,
  "orbital_gap_ha": 0.326,
  "lumo_ev": -3.58,
  "e_above_lowest_ev": 8.4455,
  "homo_energy_ev": -12.44
}

***

The evaluated DFT total energy for the records listed, in turn: -96285.8876; -23207.9683; -6727.3236; -8487.2583; -7330.6501; -170448.4714; -18000.3990; -214773.9529 eV.